(1)
Here is an isolated molecule of C9H15N3O6 at a distorted geometry from OMol25. Energies are from the ωB97M-V functional and the def2-TZVPD basis.

Geometry as XYZ:
```
33
Properties=species:S:1:pos:R:3:nbo_charge:R:1
C -2.217 -1.541 0.167 -0.16
C -0.993 -1.537 -0.547 0.66
C -3.004 -0.328 -0.282 -0.49
C -2.390 0.974 -0.078 0.68
C 1.416 -1.077 -0.462 -0.19
C 2.539 -0.867 0.551 0.81
C 1.262 -0.003 -1.586 -0.40
C 1.809 1.380 -1.160 -0.54
C 1.132 1.871 0.244 0.81
H -3.007 -1.453 2.007 0.36
H -1.577 -2.286 1.828 0.38
H -2.715 -2.437 0.019 0.22
H -3.945 -0.218 0.324 0.22
H -3.451 -0.463 -1.366 0.28
H -1.567 2.225 1.341 0.46
H -2.614 0.879 1.879 0.41
H -0.106 -0.585 1.000 0.43
H 1.551 -2.021 -0.935 0.25
H 0.165 0.166 -1.825 0.24
H 1.732 -0.383 -2.671 0.24
H 2.913 1.254 -1.062 0.23
H 1.743 2.139 -1.904 0.23
H -0.667 2.116 -0.751 0.51
H 4.437 -0.655 0.392 0.50
N -2.043 -1.444 1.607 -0.84
N -2.284 1.467 1.146 -0.77
N 0.159 -1.251 0.175 -0.63
O -0.920 -1.888 -1.726 -0.61
O -1.899 1.545 -1.129 -0.67
O 2.533 -1.017 1.723 -0.55
O 1.484 1.620 1.390 -0.59
O 0.001 2.637 -0.046 -0.79
O 3.672 -0.762 -0.194 -0.70
```

## Properties
Calculated total energy   -967.66725 hartree
HOMO-LUMO gap   10.06 eV
Relative energy (zero: lowest compared OMol25 entry of this formula, charge and spin)   271.3 kJ/mol
Structure (SMILES)   NC(=O)C[C@H](N)C(=O)N[C@@H](CCC(=O)O)C(=O)O
F_max   0.1102 hartree/bohr


(2)
Here is a structure of composition C27H25BF4N5O2S4Sc from OMol25. Energies are from the ωB97M-V functional and the def2-TZVPD basis.

Geometry as XYZ:
```
69
Properties=species:S:1:pos:R:3:nbo_charge:R:1
Sc -0.477 -0.455 -1.334 1.64
O 3.746 -0.238 2.333 -0.68
C 2.626 -0.221 3.074 0.36
C 2.778 -0.063 4.452 -0.28
C 1.673 -0.029 5.275 -0.17
C 0.389 -0.146 4.751 -0.26
C 0.232 -0.306 3.389 -0.16
C 1.334 -0.350 2.530 -0.18
C 1.103 -0.496 1.079 0.60
O -0.114 -0.593 0.641 -0.83
N 2.133 -0.466 0.283 -0.47
N 1.761 -0.556 -1.069 -0.47
C 2.787 -0.733 -1.830 -0.03
S 4.399 -0.838 -1.161 0.34
C 5.239 -0.801 -2.761 -0.54
C 4.357 -1.530 -3.752 -0.54
S 2.667 -0.908 -3.564 0.38
H 3.478 -0.337 1.392 0.51
H 3.780 0.028 4.847 0.22
H 1.813 0.091 6.342 0.21
H -0.475 -0.113 5.397 0.21
H -0.754 -0.398 2.952 0.23
H 6.205 -1.291 -2.643 0.24
H 5.401 0.234 -3.066 0.22
H 4.368 -2.604 -3.566 0.23
H 4.660 -1.344 -4.782 0.24
C -0.852 2.300 0.716 -0.65
C -0.501 2.746 -0.671 0.29
C -0.238 4.126 -0.863 -0.26
C 0.068 4.585 -2.102 -0.09
C 0.093 3.691 -3.196 -0.12
C 0.369 4.143 -4.507 -0.20
C 0.360 3.248 -5.537 -0.19
C 0.076 1.894 -5.295 -0.22
C -0.190 1.408 -4.035 -0.15
S -0.548 -0.297 -3.829 -0.32
C -0.175 2.332 -2.947 0.21
N -0.442 1.880 -1.668 -0.56
H -1.306 3.132 1.255 0.22
H 0.043 2.004 1.269 0.25
H -1.543 1.458 0.726 0.25
H -0.287 4.784 -0.008 0.22
H 0.277 5.633 -2.271 0.22
H 0.578 5.192 -4.667 0.21
H 0.563 3.572 -6.550 0.22
H 0.062 1.202 -6.126 0.23
F -0.602 -2.470 -1.523 -0.58
B -0.410 -3.840 -0.850 1.38
F -1.118 -4.716 -1.645 -0.55
F -0.988 -3.731 0.399 -0.55
F 0.931 -4.056 -0.819 -0.53
N -3.438 -2.850 -1.262 -0.75
C -3.315 -1.868 -0.360 0.38
S -3.140 -0.267 -0.964 -0.27
N -3.320 -2.243 0.919 -0.57
C -3.315 -1.511 2.130 0.23
C -2.951 -2.236 3.262 -0.26
C -2.955 -1.632 4.506 -0.18
C -3.308 -0.296 4.631 -0.23
C -3.665 0.418 3.500 -0.19
C -3.683 -0.177 2.246 -0.26
H -3.241 -2.601 -2.218 0.43
H -3.248 -3.812 -1.018 0.42
H -3.204 -3.237 1.061 0.41
H -2.644 -3.270 3.163 0.22
H -2.666 -2.208 5.374 0.22
H -3.304 0.182 5.601 0.22
H -3.949 1.459 3.586 0.22
H -3.983 0.387 1.380 0.24
```

## Properties
Calculated total energy   -4246.45488 hartree
HOMO-LUMO gap   7.29 eV
Relative energy (zero: lowest compared OMol25 entry of this formula, charge and spin)   0.0 kJ/mol
F_max   0.0118 hartree/bohr


(3)
Here is an isolated molecule of C4H5NOS2 at a distorted geometry from OMol25. Energies are from the ωB97M-V functional and the def2-TZVPD basis.

Geometry as XYZ:
```
13
Properties=species:S:1:pos:R:3:nbo_charge:R:1
C -0.287 1.154 -1.318 -0.26
C -0.454 0.751 0.112 -0.32
C -0.111 -1.563 1.105 -0.08
C 1.769 -0.196 0.580 0.55
H -0.217 0.302 -1.974 0.20
H -0.102 1.581 0.723 0.23
H -1.506 0.490 0.340 0.27
H 0.666 -1.973 1.707 0.22
H 1.990 0.749 0.083 0.13
N 0.377 -0.405 0.546 -0.47
O 2.578 -1.002 0.953 -0.54
S -0.279 2.719 -1.780 0.09
S -1.570 -2.168 0.830 -0.02
```

## Properties
Calculated total energy   -1081.74503 hartree
HOMO-LUMO gap   8.22 eV
Relative energy (zero: lowest compared OMol25 entry of this formula, charge and spin)   126.6 kJ/mol
Structure (SMILES)   O=CN(C=S)CC=S
F_max   0.0272 hartree/bohr


(4)
Here is a cluster of 2 separate species, CH5BO in total at a distorted geometry from OMol25. Energies are from the ωB97M-V functional and the def2-TZVPD basis.

Geometry as XYZ:
```
8
Properties=species:S:1:pos:R:3:nbo_charge:R:1
B 0.318 0.516 -0.122 0.97
C -0.858 -0.453 -0.036 -1.13
O 2.290 -0.293 -0.016 -0.99
H 0.454 1.667 -0.150 -0.12
H -0.899 -0.884 0.966 0.29
H -0.756 -1.302 -0.711 0.28
H -1.811 0.035 -0.229 0.25
H 2.812 0.504 -0.038 0.44
```

## Properties
Calculated total energy   -141.10141 hartree
HOMO-LUMO gap   9.70 eV
Relative energy (zero: lowest compared OMol25 entry of this formula, charge and spin)   334.8 kJ/mol
F_max   0.0901 hartree/bohr


(5)
Here is the ion C3H9N4O3 with charge +1 at a distorted geometry from OMol25. Energies are from the ωB97M-V functional and the def2-TZVPD basis.

Geometry as XYZ:
```
19
Properties=species:S:1:pos:R:3:nbo_charge:R:1
C -1.377 -0.605 0.465 0.70
C 0.793 0.952 -1.494 -0.67
C 0.854 0.251 -0.159 0.51
N -2.174 -1.667 0.451 -0.75
N -1.815 0.588 0.814 -0.75
N 2.235 -0.361 0.037 0.52
N -0.100 -0.760 0.081 -0.64
O 3.118 0.398 0.293 -0.31
O 2.286 -1.551 -0.116 -0.35
O 0.757 1.428 1.004 -0.77
H -0.198 1.369 -1.659 0.25
H 1.521 1.762 -1.522 0.26
H 1.017 0.248 -2.295 0.25
H -3.122 -1.615 0.785 0.43
H -1.854 -2.566 0.126 0.43
H -2.764 0.733 1.121 0.43
H -1.140 1.335 0.958 0.46
H 0.305 -1.696 0.001 0.46
H 1.658 1.758 1.109 0.51
```

## Properties
Calculated total energy   -564.14042 hartree
HOMO-LUMO gap   11.39 eV
Relative energy (zero: lowest compared OMol25 entry of this formula, charge and spin)   0.0 kJ/mol
Structure (SMILES)   C[C@@](O)([NH+]=C(N)N)[N+](=O)[O-]
Net charge   +1
F_max   0.0888 hartree/bohr


(6)
Here is a structure of composition C15H23F3NO2PPb at a distorted geometry from OMol25. Energies are from the ωB97M-V functional and the def2-TZVPD basis.

Geometry as XYZ:
```
46
Properties=species:S:1:pos:R:3:nbo_charge:R:1
C 3.562 -2.308 -1.724 -0.20
C 3.545 -0.925 -1.570 -0.25
C 2.611 -0.303 -0.718 0.11
C 1.758 -1.094 0.060 -0.54
C 1.690 -2.480 -0.195 -0.07
C 2.632 -3.090 -1.032 -0.24
C 2.579 1.193 -0.813 -0.47
C 2.210 1.666 -2.239 -0.19
N 0.908 1.217 -2.657 -0.49
Pb 0.564 -0.662 1.977 1.25
C 0.523 -3.299 0.338 -0.74
P -1.024 -2.289 0.045 0.86
H 4.241 -0.292 -2.128 0.21
H 2.567 -4.171 -1.185 0.21
H 4.284 -2.777 -2.396 0.21
H 0.592 -3.502 1.422 0.22
H 0.378 -4.255 -0.188 0.24
H 1.887 1.659 -0.113 0.24
H 3.564 1.619 -0.587 0.21
H 2.209 2.771 -2.254 0.20
C -2.298 -3.468 0.635 -0.95
C -1.121 -2.613 -1.756 -0.94
H 2.947 1.279 -2.956 0.18
C 0.779 0.227 -3.686 -0.39
C -0.212 2.091 -2.451 -0.40
H -1.528 0.609 -0.211 0.00
H 0.861 0.664 -4.697 0.16
H 1.552 -0.545 -3.572 0.20
H -0.205 -0.257 -3.600 0.19
H -0.323 2.820 -3.279 0.16
H -1.134 1.498 -2.404 0.19
H -0.105 2.643 -1.503 0.22
H -1.338 -3.676 -1.930 0.23
H -1.937 -2.004 -2.165 0.24
H -0.181 -2.352 -2.257 0.26
H -2.135 -4.448 0.172 0.22
H -2.266 -3.549 1.731 0.24
H -3.283 -3.077 0.344 0.24
H -2.010 0.230 -0.640 0.00
F -1.037 3.808 2.994 -0.31
C -0.859 2.561 2.493 0.88
F -0.972 1.683 3.547 -0.33
F -1.914 2.296 1.662 -0.33
C 0.490 2.451 1.712 0.69
O 0.659 3.289 0.833 -0.59
O 1.279 1.480 2.067 -0.82
```

## Properties
Calculated total energy   -1624.34340 hartree
HOMO-LUMO gap   6.55 eV
F_max   0.0295 hartree/bohr


- Which of these has the lowest calculated total energy?
  C27H25BF4N5O2S4Sc